# 1
{
  "formula": "C2H2FOP",
  "method": "the ωB97M-V functional and the def2-TZVPD basis",
  "e_above_lowest_kcal_mol": 41.1,
  "smiles": "O=CF.C#P",
  "e_tot_ev": -16157.398,
  "e_homo_ev": -10.1311,
  "symbols": ["O", "C", "F", "H", "C", "P", "H"],
  "coordinates": [[-0.56724, 0.98721, 1.31677], [0.32791, 0.22339, 1.13066], [0.15874, -1.15149, 1.40616], [1.36768, 0.33397, 0.62125], [-0.28353, -0.00935, -1.57739], [-1.61323, -0.82559, -1.32230], [0.60967, 0.44186, -1.57515]],
  "forces_ev_per_angstrom": [[2.1194, -1.0639, 0.0155], [-0.6917, -0.6869, -0.4798], [0.4491, 1.7954, -0.0815], [-1.7197, 0.0468, 1.2196], [-5.7071, -3.4693, 0.5834], [2.6799, 1.7163, -0.8785], [2.8701, 1.6616, -0.3786]]
}

=====

# 2
{
  "formula": "C38H33F5N6O14SSi",
  "method": "the ωB97M-V functional and the def2-TZVPD basis",
  "e_above_lowest_kcal_mol": 0.0,
  "smiles": "O=S(=O)([SiH3])C(F)(F)C(F)(F)F.O=[N+]([O-])c1ccccc1.O=[N+]([O-])c1ccccc1.O=[N+]([O-])c1ccccc1.O=[N+]([O-])c1ccccc1.O=[N+]([O-])c1ccccc1.O=[N+]([O-])c1ccccc1",
  "e_tot_ev": -109829.731,
  "e_homo_ev": -9.9251,
  "symbols": ["O", "S", "O", "Si", "C", "F", "F", "C", "F", "F", "F", "H", "H", "H", "O", "N", "O", "C", "C", "C", "C", "C", "C", "H", "H", "H", "H", "H", "O", "N", "O", "C", "C", "C", "C", "C", "C", "H", "H", "H", "H", "H", "O", "N", "O", "C", "C", "C", "C", "C", "C", "H", "H", "H", "H", "H", "O", "N", "O", "C", "C", "C", "C", "C", "C", "H", "H", "H", "H", "H", "O", "N", "O", "C", "C", "C", "C", "C", "C", "H", "H", "H", "H", "H", "O", "N", "O", "C", "C", "C", "C", "C", "C", "H", "H", "H", "H", "H"],
  "coordinates": [[-3.71034, 5.14603, 0.45008], [-3.54408, 4.31140, 1.61481], [-2.23918, 3.78121, 1.93484], [-4.22611, 5.38154, 3.46237], [-4.69893, 2.84079, 1.30526], [-5.62454, 2.79733, 2.30037], [-5.31576, 3.04093, 0.12509], [-3.95464, 1.48611, 1.24335], [-4.81385, 0.51558, 0.95010], [-3.38396, 1.20222, 2.40226], [-3.03108, 1.52951, 0.29060], [-3.00608, 5.55388, 4.25672], [-4.72541, 6.67186, 2.96847], [-5.24164, 4.55869, 4.13055], [1.65577, -2.50500, -1.84488], [0.78870, -3.04309, -2.51558], [1.00624, -3.88611, -3.35991], [-0.59788, -2.62895, -2.27385], [-0.82275, -1.57060, -1.41291], [-2.12749, -1.17367, -1.17678], [-3.17680, -1.83534, -1.80151], [-2.92640, -2.89258, -2.66668], [-1.62487, -3.29717, -2.91381], [0.00529, -1.06471, -0.93917], [-2.32244, -0.35087, -0.50821], [-4.19595, -1.52396, -1.61362], [-3.74635, -3.40670, -3.14827], [-1.41265, -4.12046, -3.57956], [0.31584, 2.11601, -7.99519], [0.81529, 2.57721, -6.98866], [1.01978, 3.75920, -6.79580], [1.20824, 1.63349, -5.92616], [1.01125, 0.28059, -6.12998], [1.38465, -0.60183, -5.12857], [1.94226, -0.12418, -3.94822], [2.12911, 1.24089, -3.76801], [1.76214, 2.13335, -4.76231], [0.57458, -0.07334, -7.05167], [1.24083, -1.66488, -5.27129], [2.23079, -0.81411, -3.16739], [2.55912, 1.61250, -2.84770], [1.89977, 3.19681, -4.63744], [3.30774, -0.88879, 1.87950], [4.52321, -0.86498, 1.82020], [5.23940, -0.29843, 2.61991], [5.16844, -1.56352, 0.69394], [4.36997, -2.19248, -0.24251], [4.97654, -2.84475, -1.30350], [6.36148, -2.85858, -1.40822], [7.14474, -2.22269, -0.45231], [6.54905, -1.56576, 0.61216], [3.29511, -2.17304, -0.15231], [4.36172, -3.33523, -2.04571], [6.83327, -3.36527, -2.23976], [8.22271, -2.23587, -0.53628], [7.14260, -1.06529, 1.36237], [-2.67554, -4.99487, 2.88373], [-2.16967, -4.10074, 2.23681], [-2.44140, -3.84676, 1.07793], [-1.14771, -3.26861, 2.89653], [-0.78749, -3.55097, 4.20101], [0.18709, -2.76780, 4.80097], [0.77909, -1.72662, 4.09674], [0.39943, -1.45968, 2.78811], [-0.57247, -2.23695, 2.17940], [-1.25398, -4.36657, 4.73318], [0.49232, -2.97676, 5.81770], [1.54640, -1.12488, 4.56636], [0.86938, -0.65462, 2.24084], [-0.87763, -2.05217, 1.16127], [1.78601, -5.81156, 8.15408], [2.23636, -4.99523, 7.37816], [2.09815, -3.79059, 7.47982], [2.99147, -5.49196, 6.21393], [3.13888, -6.85619, 6.04691], [3.83146, -7.31517, 4.93820], [4.36011, -6.41380, 4.02325], [4.20170, -5.04742, 4.21394], [3.51122, -4.57544, 5.31833], [2.71937, -7.54257, 6.76688], [3.95548, -8.37865, 4.78766], [4.89628, -6.77794, 3.15694], [4.61395, -4.34645, 3.50101], [3.37654, -3.51661, 5.47983], [-5.86434, 10.73660, -2.19160], [-5.50748, 10.33413, -3.28149], [-5.72899, 10.89978, -4.33333], [-4.75660, 9.06647, -3.33025], [-4.51768, 8.38731, -2.15003], [-3.82062, 7.19040, -2.19926], [-3.37596, 6.69891, -3.42027], [-3.62259, 7.40015, -4.59362], [-4.32064, 8.59661, -4.55506], [-4.87111, 8.78684, -1.21150], [-3.62759, 6.64185, -1.28788], [-2.83359, 5.76313, -3.45616], [-3.27158, 7.01588, -5.54156], [-4.52250, 9.15467, -5.45676]],
  "forces_ev_per_angstrom": [[-0.1429, -0.1171, 0.2262], [0.5862, 0.2454, -0.1963], [-0.2739, -0.1753, -0.0506], [-0.2509, 0.2489, 0.2318], [-0.3408, 0.0062, -0.2105], [0.3750, 0.0098, -0.4588], [0.1649, -0.1359, 0.5925], [-0.1578, 0.1577, 0.1227], [-0.2221, -0.1508, -0.0850], [0.0657, 0.0071, 0.2130], [0.1372, 0.1707, -0.1450], [0.0824, -0.1247, -0.0758], [-0.0900, -0.0686, -0.0519], [0.0218, 0.0335, 0.0016], [0.0276, -0.1807, -0.0305], [-0.0148, -0.0165, 0.1188], [-0.0137, 0.0467, -0.0068], [-0.0074, 0.0519, -0.0114], [-0.0413, 0.1311, 0.0570], [-0.0294, -0.1217, -0.1247], [0.0207, -0.0017, -0.0105], [-0.0005, 0.0560, 0.0388], [-0.0634, -0.1009, -0.0364], [0.0540, -0.0397, -0.0324], [0.0285, -0.0512, -0.0252], [-0.0017, -0.0112, 0.0147], [-0.0022, -0.0063, -0.0008], [0.0659, 0.0123, 0.0077], [0.0003, 0.0269, 0.0381], [0.0286, 0.0245, -0.0553], [-0.0360, -0.0335, -0.0029], [0.0114, -0.0294, 0.0321], [-0.0446, -0.1141, -0.0209], [0.0173, 0.0170, 0.0690], [0.0210, 0.0810, -0.0573], [-0.0350, -0.0577, -0.0135], [0.0296, 0.0591, 0.1025], [0.0005, 0.0646, -0.0264], [0.0107, -0.0082, -0.0039], [0.0422, 0.0408, -0.0396], [0.0136, 0.0045, -0.0022], [-0.0206, 0.0114, -0.0664], [0.0748, -0.0060, 0.0205], [0.0237, 0.0855, -0.0442], [-0.0299, -0.0510, 0.0233], [0.0050, -0.0511, -0.0187], [-0.1457, -0.0335, -0.0392], [0.0927, 0.0035, -0.0225], [-0.0154, 0.0159, 0.0282], [-0.0413, -0.0243, -0.0379], [0.1288, 0.0105, 0.0163], [0.0063, 0.0282, 0.0558], [-0.0240, 0.0098, 0.0082], [0.0045, -0.0061, 0.0015], [0.0054, 0.0039, 0.0021], [-0.0544, 0.0244, 0.0287], [-0.0053, 0.0347, -0.0259], [0.0185, -0.0370, -0.0171], [-0.0222, -0.0062, 0.0323], [0.0329, -0.0028, 0.0251], [0.0185, -0.0455, 0.0913], [0.0277, 0.0144, -0.0131], [0.0052, -0.0390, 0.0106], [-0.0439, -0.0137, 0.0263], [0.0578, 0.1324, -0.0769], [-0.0417, -0.0111, -0.0502], [-0.0168, 0.0232, 0.0036], [0.0012, 0.0122, -0.0079], [-0.0108, -0.0194, 0.0178], [-0.0532, -0.0638, 0.0082], [0.0369, 0.0416, -0.0070], [-0.0244, 0.0052, -0.0662], [-0.0226, -0.0130, 0.0884], [0.0128, -0.0146, -0.0443], [0.0083, -0.1198, 0.0011], [0.0179, 0.0459, -0.0327], [-0.0139, 0.0100, 0.0178], [-0.0002, -0.0625, -0.0007], [0.0273, 0.0935, -0.0681], [-0.0300, 0.0523, 0.0356], [-0.0005, -0.0059, 0.0028], [0.0053, -0.0014, -0.0021], [-0.0010, 0.0118, -0.0061], [-0.0318, -0.0108, 0.0491], [0.0127, -0.0021, -0.0395], [-0.0349, 0.0323, 0.0047], [0.0129, -0.0056, 0.0384], [0.0164, -0.0371, -0.0001], [0.0163, -0.0499, 0.1082], [0.0302, -0.0035, -0.0569], [-0.0078, 0.0196, -0.0009], [0.0032, -0.0240, 0.0596], [0.0332, -0.0287, -0.1123], [-0.0329, 0.0542, -0.0338], [-0.0163, 0.0138, -0.0396], [0.0059, 0.0010, 0.0004], [0.0007, 0.0006, -0.0045], [-0.0378, 0.0473, 0.0360]]
}

=====

# 3
{
  "formula": "C17H15Cl2NO2",
  "method": "the ωB97M-V functional and the def2-TZVPD basis",
  "e_above_lowest_kcal_mol": 275.0,
  "smiles": "COc1cccc(C(=O)Nc2ccc([C@H]3CC3(Cl)Cl)cc2)c1",
  "e_tot_ev": -48491.094,
  "e_homo_ev": -8.2066,
  "symbols": ["C", "O", "C", "C", "C", "C", "C", "C", "O", "N", "C", "C", "C", "C", "C", "C", "C", "Cl", "Cl", "C", "C", "C", "H", "H", "H", "H", "H", "H", "H", "H", "H", "H", "H", "H", "H", "H", "H"],
  "coordinates": [[-6.57982, -2.65307, -0.23468], [-6.80703, -1.20477, -0.51784], [-5.93944, -0.39531, -0.35076], [-6.36470, 0.79125, -0.63192], [-5.53272, 1.90205, -0.26405], [-4.24259, 1.58525, 0.15042], [-3.76829, 0.41157, 0.00160], [-2.40794, 0.19440, 0.49031], [-2.21140, -0.90692, 1.01594], [-1.37850, 0.66332, -0.13691], [0.00662, 0.88422, 0.15778], [0.73239, 1.76685, -0.63836], [2.04583, 1.75795, -0.27082], [2.81456, 0.65397, 0.39948], [4.13994, 0.95880, 0.57369], [5.00587, 0.16030, 1.62264], [5.10026, -0.20513, 0.07911], [4.35580, -2.00955, -0.45315], [6.60390, 0.14326, -0.93989], [1.97973, -0.21778, 1.05432], [0.74412, -0.07228, 0.80283], [-4.72340, -0.61675, -0.11092], [-6.10877, -2.85958, 0.68827], [-7.51260, -3.00379, -0.44474], [-5.85433, -2.96940, -1.22064], [-7.45501, 1.10662, -0.71305], [-5.82278, 2.88693, -0.44107], [-3.43318, 2.56928, 0.16456], [-1.76662, 1.58003, -0.72670], [0.25907, 2.65815, -1.14445], [2.72053, 2.52245, -0.82266], [4.58728, 1.78289, 0.21945], [5.94552, 0.75963, 1.61143], [4.63568, -0.50197, 2.14138], [2.44592, -0.94088, 1.46569], [0.03563, -0.89970, 1.47441], [-4.27583, -1.69594, 0.11744]],
  "forces_ev_per_angstrom": [[3.5148, 2.4435, -5.0892], [-7.6574, -10.1133, 0.1486], [0.8431, 2.0270, -0.5127], [-1.9034, 11.1716, 1.0375], [-0.9202, -3.1823, -0.9059], [0.6625, 9.8007, -1.6875], [0.3995, -3.6020, 1.6938], [-0.3342, -7.2196, -0.1960], [-0.5112, -0.0006, 2.3108], [1.0360, 8.6543, -4.0499], [-0.8592, -1.5820, -2.0028], [-1.0130, 1.5993, 1.7519], [4.6683, -0.2038, -2.1936], [-6.0080, 5.3114, -1.4148], [3.9518, -5.9802, 0.8257], [5.0571, 7.7357, -10.2661], [-0.5010, -1.4862, 0.5668], [1.0876, 3.0116, 0.8404], [-1.8009, -0.3592, 1.3665], [4.5128, 4.2081, -3.1951], [-9.9454, -4.2131, 3.9982], [10.2019, -4.7020, 2.2885], [0.2393, -0.1241, 0.9629], [-2.3550, -1.5204, 0.0802], [-1.7374, 0.3447, 3.0228], [1.4572, -1.1345, -0.5622], [-0.6304, 1.4256, 0.0852], [-2.3331, -2.7333, 0.5292], [1.6433, -2.9199, 1.6855], [0.6509, -1.2993, 0.2479], [-1.0942, -1.1140, 1.1774], [0.8636, 3.3839, -0.8376], [-0.6392, -0.8944, 1.9577], [-3.3203, -6.2888, 5.8847], [2.2019, -5.3148, 3.5502], [1.7498, 2.4121, -2.3975], [-1.1779, 2.4583, -0.7017]]
}

=====

# 4
{
  "formula": "C29H32Br2ClNO7",
  "method": "the ωB97M-V functional and the def2-TZVPD basis",
  "e_tot_ev": -199017.410,
  "e_homo_ev": -9.0838,
  "symbols": ["C", "C", "C", "C", "C", "C", "Cl", "C", "C", "C", "Br", "C", "C", "Br", "C", "C", "C", "O", "C", "C", "C", "C", "N", "C", "O", "C", "C", "C", "C", "C", "O", "O", "C", "O", "H", "H", "H", "H", "H", "H", "H", "H", "H", "H", "H", "H", "H", "H", "H", "H", "H", "H", "H", "H", "H", "H", "C", "O", "C", "C", "O", "C", "H", "H", "H", "H", "H", "H", "H", "H", "H", "H"],
  "coordinates": [[5.08209, -1.56887, 1.36179], [4.97234, -0.04990, 1.65567], [3.53629, 0.52630, 1.39297], [3.48979, 1.16034, -0.03815], [2.65599, 2.42754, -0.13404], [3.10830, 3.65740, 0.38306], [4.69916, 3.69441, 1.16114], [2.36580, 4.82976, 0.33237], [1.08977, 4.86525, -0.24517], [0.22351, 6.08457, -0.30100], [-1.53721, 6.03388, 0.53804], [0.55721, 7.23631, -0.88828], [-0.40253, 8.43113, -0.93130], [2.28865, 7.43848, -1.70997], [0.60482, 3.64688, -0.76667], [1.37046, 2.46740, -0.70969], [0.69587, 1.21206, -1.28299], [1.25749, 0.40306, -1.97676], [-0.79340, 1.09857, -0.93036], [-1.55454, 2.27696, -0.99121], [-2.91964, 2.31734, -0.71088], [-3.53311, 1.12083, -0.31233], [-4.95792, 1.13329, -0.00823], [-5.55506, 1.58100, -0.99271], [-6.10284, 2.10629, -1.88964], [-2.77021, -0.06342, -0.20872], [-3.54103, -1.30347, 0.28748], [-3.84565, -1.04599, 1.83017], [-1.40657, -0.10633, -0.53032], [-0.62141, -1.41332, -0.40509], [-0.46251, -1.73210, 1.00171], [0.00893, -0.60116, 1.67225], [-0.79867, 3.54873, -1.38751], [-1.24435, 4.37449, -2.14077], [4.88490, -1.77979, 0.29325], [4.46050, -2.20430, 2.01276], [6.13388, -1.87568, 1.53783], [5.73271, 0.45082, 1.02401], [5.29949, 0.12355, 2.69872], [2.87733, -0.36462, 1.37397], [3.19258, 1.19265, 2.19821], [3.15068, 0.37338, -0.73146], [4.50509, 1.42755, -0.39348], [2.74515, 5.75858, 0.77068], [-0.69180, 8.68510, 0.10355], [-1.31780, 8.16093, -1.48947], [0.05082, 9.32149, -1.39094], [-3.46753, 3.26226, -0.80056], [-2.93134, -2.21497, 0.23227], [-4.52416, -1.39525, -0.19487], [-4.93066, -0.98883, 2.00926], [-3.32866, -1.76517, 2.48556], [-3.45227, -0.04814, 2.11276], [0.39574, -1.36810, -0.81966], [-1.18600, -2.22383, -0.89020], [-0.73984, -0.20015, 2.14413], [-2.06387, -5.53794, -1.78076], [-1.24004, -4.80778, -0.88565], [-1.42977, -5.19304, 0.47184], [-0.32944, -6.12074, 0.94823], [-0.37493, -7.37215, 0.27482], [0.58563, -7.47200, -0.76398], [-1.68799, -5.38101, -2.79144], [-2.04674, -6.60892, -1.56646], [-3.09463, -5.17188, -1.72695], [-2.41350, -5.65212, 0.61141], [-1.39901, -4.27703, 1.07149], [-0.47871, -6.32468, 2.01233], [0.65237, -5.65201, 0.82929], [1.58124, -7.63499, -0.33922], [0.59774, -6.57919, -1.39349], [0.32306, -8.32971, -1.38264]],
  "forces_ev_per_angstrom": [[0.7758, 0.2225, -0.1142], [-0.0178, -0.2654, 0.3169], [0.8697, -0.7740, -0.5013], [0.0889, 0.0155, -0.0598], [-0.4404, 0.0871, -0.2640], [0.2725, -0.4159, 0.0738], [-0.6969, 0.1327, -0.3096], [-0.3232, 0.6686, 0.2425], [-0.5602, -1.1294, -0.2571], [0.5879, 0.2422, -0.0393], [0.8943, -0.2968, -0.1307], [-0.6684, 0.4408, 0.2040], [0.5031, -0.0385, -0.0526], [-0.7372, 0.0159, 0.1773], [-0.3797, 0.0692, 0.0164], [-0.2940, -0.2823, -0.0818], [-0.5735, 0.5768, 0.4670], [0.0367, 0.0396, 0.1075], [0.0205, 0.0671, 0.2188], [0.7292, 0.5625, -0.2431], [0.2682, -0.5453, 0.0281], [1.1314, 0.5355, -0.0784], [0.1857, -0.0971, -1.3488], [-0.6583, 1.1946, -0.5430], [0.5474, -1.1730, 1.4178], [-1.2421, -0.9835, -0.0994], [0.3409, 0.8208, 1.5461], [0.2986, 0.4797, -0.3260], [0.2064, 0.4228, -0.5727], [0.1794, 0.8032, 0.2834], [-1.1973, -0.9902, -0.3725], [1.0313, 0.8621, 0.3385], [0.4069, -0.7693, 0.3359], [-0.0567, -0.0213, 0.1742], [-0.1655, 0.0121, 0.5327], [-0.0058, 0.3754, -0.3294], [-0.5082, 0.0595, -0.0860], [-0.4836, -0.0323, 0.3008], [-0.3035, -0.0320, -0.3917], [-0.0280, 0.6745, 0.2077], [0.2195, -0.0655, -0.4115], [-0.0585, 0.6812, 0.1986], [-0.4055, -0.1033, 0.4169], [0.0576, -0.5000, -0.1301], [0.0730, -0.0673, -0.4674], [0.4486, 0.0953, 0.2460], [-0.0723, -0.4514, 0.1151], [0.1947, -0.4096, 0.0528], [-0.4348, 0.2983, -0.3748], [0.6204, -0.1368, -0.2290], [0.4882, -0.3383, 0.1195], [-0.4764, 0.0687, -0.3024], [-0.2257, -0.4693, -0.0799], [-0.5898, 0.2033, -0.1572], [0.3968, -0.0134, 0.5166], [-0.2471, -0.4415, -0.3145], [0.0109, 0.0705, -0.0710], [-0.1304, -0.1833, -0.0010], [0.2774, 0.3562, 0.0340], [-0.2689, -0.2773, 0.0892], [0.0766, 0.1820, -0.1653], [-0.0327, -0.1013, 0.0549], [0.0185, 0.0822, 0.0431], [-0.0033, 0.0234, 0.0388], [-0.0449, -0.0790, -0.0203], [0.0429, -0.0815, -0.0363], [0.0183, -0.0185, 0.0358], [0.0070, 0.0511, 0.0250], [-0.0481, 0.0522, -0.0481], [0.0568, 0.0444, -0.0762], [0.0147, 0.0156, 0.0304], [-0.0176, -0.0217, 0.0804]]
}